No. 1
Formula: C52H48N6O3S3Ti
Source: the Open Molecules 2025 dataset
Level of theory: wB97M-V/def2-TZVPD

Output
- F_max (eV/Å) = 1.429
- HOMO (eV) = -12.8671
- frontier orbital gap (eV) = 6.4690
- net charge = +2
- electronic energy (Ha) = -4608.24840

CARTESIAN COORDINATES (ANGSTROEM)
Ti (0.12326, 0.29056, 0.64896)
C (-3.89431, 2.57323, 1.50433)
O (-3.05003, 2.37263, 2.66241)
C (-1.93840, 1.82095, 2.22293)
N (-1.84671, 1.51176, 0.98424)
C (-3.17573, 1.79961, 0.37595)
C (-3.19567, 2.49757, -0.96986)
C (-4.31311, 3.24932, -1.32099)
C (-4.38601, 3.87198, -2.55849)
C (-3.35234, 3.73795, -3.47257)
C (-2.24989, 2.96354, -3.14457)
C (-2.18088, 2.34028, -1.90801)
C (-0.85362, 1.59384, 3.18626)
C (-0.93317, 1.92644, 4.53106)
C (0.14549, 1.62748, 5.34619)
C (1.27239, 1.03273, 4.79147)
C (1.26796, 0.76626, 3.43393)
N (0.23017, 1.03989, 2.64651)
C (2.38277, 0.18145, 2.69960)
N (2.30554, -0.04096, 1.43499)
C (3.64775, -0.60739, 1.03542)
C (4.40872, -0.64955, 2.37951)
O (3.49361, -0.08795, 3.34391)
C (4.44249, 0.07608, -0.05766)
C (5.14159, 1.26317, 0.14794)
C (5.87701, 1.83402, -0.87913)
C (5.97125, 1.19748, -2.10760)
C (5.32297, -0.01131, -2.30180)
C (4.55156, -0.55924, -1.28912)
H (-3.94741, 3.64524, 1.31168)
H (-4.88445, 2.19272, 1.73837)
H (-3.65965, 0.83058, 0.22933)
H (-5.14359, 3.34630, -0.63153)
H (-5.26230, 4.45287, -2.81320)
H (-3.40354, 4.23812, -4.42998)
H (-1.43895, 2.83162, -3.85082)
H (-1.31592, 1.73486, -1.67818)
H (-1.82665, 2.39536, 4.91860)
H (0.11064, 1.85195, 6.40346)
H (2.14653, 0.79720, 5.38215)
H (3.43668, -1.60158, 0.66378)
H (5.31934, -0.05464, 2.38341)
H (4.65016, -1.66041, 2.70083)
H (5.14479, 1.74710, 1.11950)
H (6.39598, 2.76915, -0.71296)
H (6.56152, 1.63656, -2.90084)
H (5.41676, -0.53619, -3.24399)
H (4.04144, -1.50141, -1.44933)
C (2.10086, 2.85761, 0.79701)
N (0.84195, 2.47782, 0.10420)
C (-0.04288, 3.65256, 0.30515)
C (1.19808, 2.28689, -1.31467)
C (1.56184, 3.36681, -2.10471)
C (1.99995, 3.18541, -3.40438)
C (2.11911, 1.89762, -3.89883)
C (1.76603, 0.81455, -3.11912)
C (1.26264, 0.97684, -1.82321)
N (0.80435, -0.10689, -1.03571)
C (0.56336, -1.36361, -1.71084)
C (-0.23075, -1.29136, -2.86785)
C (-0.59210, -2.38783, -3.61816)
C (-0.16092, -3.64088, -3.22687)
C (0.63822, -3.74778, -2.10970)
C (1.03588, -2.65043, -1.33829)
N (2.00171, -2.91984, -0.31381)
C (1.46330, -3.32498, 0.98279)
C (3.03137, -3.88066, -0.71412)
H (2.49251, 3.78595, 0.37621)
H (1.91458, 3.01776, 1.86062)
H (2.84574, 2.09629, 0.65749)
H (0.49132, 4.57789, 0.08654)
H (-0.91746, 3.60958, -0.32654)
H (-0.34817, 3.69439, 1.34928)
H (1.50991, 4.37619, -1.71867)
H (2.25465, 4.04148, -4.01348)
H (2.49219, 1.73640, -4.90175)
H (1.87251, -0.18292, -3.51717)
H (-0.55299, -0.31048, -3.19319)
H (-1.19398, -2.25834, -4.50745)
H (-0.44101, -4.52613, -3.78235)
H (0.97823, -4.72850, -1.80663)
H (0.94803, -4.29212, 0.92381)
H (2.28742, -3.43099, 1.69417)
H (0.76880, -2.59005, 1.35860)
H (3.92862, -3.72739, -0.10731)
H (3.29730, -3.73235, -1.75853)
H (2.72322, -4.92329, -0.57589)
O (-0.97063, -1.00146, 0.88704)
C (-2.15315, -1.82795, 0.98806)
C (-3.07857, -1.60870, -0.20585)
C (-2.92670, -0.67558, -1.17927)
C (-3.93287, -0.71936, -2.17945)
C (-4.83549, -1.70346, -1.94576)
S (-4.46976, -2.58889, -0.52144)
C (-2.88403, -1.48425, 2.28361)
C (-4.21285, -1.30545, 2.52051)
C (-4.51681, -1.10560, 3.89770)
C (-3.41625, -1.13084, 4.68636)
S (-1.99042, -1.40736, 3.76982)
C (-1.75208, -3.30321, 1.00101)
C (-1.68542, -4.12875, -0.08321)
C (-1.32861, -5.46038, 0.24515)
C (-1.11931, -5.62684, 1.57646)
S (-1.36926, -4.17707, 2.44989)
H (-2.10842, 0.01879, -1.15487)
H (-3.97729, -0.04162, -3.02027)
H (-5.70192, -1.97377, -2.52821)
H (-4.97518, -1.33850, 1.75807)
H (-5.52116, -0.96078, 4.26784)
H (-3.35617, -1.02906, 5.75855)
H (-1.88078, -3.79808, -1.09072)
H (-1.25717, -6.25785, -0.48026)
H (-0.84915, -6.52646, 2.10646)

Results of the Löwdin charge analysis, in e, for atoms 1 through 5: atom 1 (Ti): 1.115, atom 2 (C): -0.027, atom 3 (O): 0.070, atom 4 (C): -0.339, atom 5 (N): 0.136


No. 2
Formula: C52H49BrI2MgN6O3Sb
Source: the Open Molecules 2025 dataset
Level of theory: wB97M-V/def2-TZVPD

Output
- F_max (eV/Å) = 1.336
- HOMO (eV) = -9.3942
- frontier orbital gap (eV) = 7.2183
- net charge = +1
- electronic energy (Ha) = -6174.94589

CARTESIAN COORDINATES (ANGSTROEM)
Mg (0.77533, -0.66558, -0.73454)
I (2.70781, 0.40168, 6.55044)
C (1.85886, -0.12211, 4.71024)
C (0.48067, -0.12526, 4.55860)
C (-0.06010, -0.40936, 3.31679)
I (-2.14721, -0.48987, 3.12762)
C (0.73212, -0.66598, 2.17436)
O (0.20462, -0.86244, 0.99522)
C (2.13312, -0.74533, 2.39590)
C (3.06224, -1.16098, 1.27126)
N (2.82826, -0.36741, 0.01625)
C (3.15937, 1.05610, 0.22998)
C (2.22535, 2.00636, -0.47843)
C (2.56247, 3.35128, -0.55470)
C (1.71318, 4.23235, -1.19732)
C (0.54916, 3.73504, -1.76647)
C (0.27174, 2.39314, -1.62347)
N (1.07794, 1.52168, -0.98486)
C (2.67400, -0.45255, 3.64392)
H (-0.16593, 0.09395, 5.39940)
H (2.91573, -2.21086, 1.03948)
H (4.09295, -1.03939, 1.61283)
H (3.42876, -0.73144, -0.71979)
H (4.18944, 1.28098, -0.04286)
H (3.06553, 1.26652, 1.29362)
H (3.49090, 3.69326, -0.10979)
H (1.95723, 5.28754, -1.26053)
H (-0.14565, 4.37485, -2.29727)
H (-0.64027, 1.99334, -2.04791)
H (3.75060, -0.49800, 3.78004)
C (-2.63708, -1.84547, -1.18959)
O (-1.23105, -2.09406, -1.04024)
C (-0.93154, -3.31024, -0.46613)
C (-1.88098, -4.18806, 0.02323)
C (-1.48014, -5.41395, 0.53590)
Br (-2.79661, -6.62193, 1.14939)
C (-0.15758, -5.77468, 0.57771)
C (0.80687, -4.89108, 0.08856)
C (0.41882, -3.65187, -0.42006)
O (1.33166, -2.73618, -0.88231)
C (2.23104, -5.23302, 0.09580)
N (3.16963, -4.38275, -0.24813)
C (4.38222, -5.05020, -0.10653)
C (5.68909, -4.61578, -0.31770)
C (6.70839, -5.51990, -0.09029)
C (6.44412, -6.83122, 0.33954)
C (5.15255, -7.27169, 0.55753)
C (4.13396, -6.35232, 0.32898)
N (2.75205, -6.43749, 0.44380)
H (-3.11264, -2.67076, -1.71837)
H (-2.74311, -0.94762, -1.77402)
H (-3.10357, -1.69858, -0.21676)
H (-2.92964, -3.93276, 0.04316)
H (0.11895, -6.73511, 0.99574)
H (2.25430, -3.14428, -0.69627)
H (5.89517, -3.60161, -0.64252)
H (7.73686, -5.21704, -0.24989)
H (7.27327, -7.50965, 0.50366)
H (4.94611, -8.28313, 0.89206)
H (2.23394, -7.25242, 0.71427)
C (0.51849, -2.40370, -6.04508)
N (0.84266, -1.52384, -4.92408)
C (1.58668, -0.36432, -4.98653)
C (1.64897, 0.11074, -3.71354)
N (0.95717, -0.74175, -2.86705)
C (0.48966, -1.71163, -3.63938)
H (0.27886, -1.80911, -6.92094)
H (-0.34080, -3.01528, -5.78757)
H (1.35677, -3.05430, -6.27980)
H (1.99768, 0.01220, -5.91260)
H (2.13361, 1.00920, -3.35772)
H (-0.10590, -2.55242, -3.30526)
C (-6.28132, 0.64896, 0.38934)
C (-6.01538, 1.49687, 1.61642)
C (-6.97776, 1.49459, 2.62984)
C (-6.76848, 2.15524, 3.83130)
C (-5.58505, 2.85484, 4.03694)
C (-4.64069, 2.90783, 3.02260)
C (-4.84663, 2.24531, 1.80818)
Sb (-3.25496, 2.31966, 0.36419)
C (-4.46699, 3.07515, -1.30174)
C (-5.61984, 3.79562, -0.94104)
C (-6.48355, 4.32067, -1.88855)
C (-6.21355, 4.13269, -3.23928)
C (-5.09174, 3.41420, -3.61287)
C (-4.21136, 2.87500, -2.66644)
C (-3.03021, 2.10878, -3.21873)
C (-2.45522, 4.23583, 0.95272)
C (-2.93149, 5.42753, 0.40087)
C (-2.38156, 6.65299, 0.76142)
C (-1.35118, 6.69390, 1.69115)
C (-0.86724, 5.51133, 2.23787)
C (-1.39465, 4.27333, 1.87225)
C (-0.81051, 3.00735, 2.46540)
H (-7.26712, 0.86394, -0.02768)
H (-6.26616, -0.41148, 0.66157)
H (-5.55072, 0.81273, -0.40307)
H (-7.90514, 0.95119, 2.47182)
H (-7.52281, 2.11533, 4.60974)
H (-5.39738, 3.35537, 4.97988)
H (-3.73626, 3.49010, 3.17545)
H (-5.84561, 3.94756, 0.10973)
H (-7.36952, 4.86452, -1.57512)
H (-6.87403, 4.53974, -3.99700)
H (-4.87972, 3.26121, -4.66782)
H (-2.32967, 2.77974, -3.72330)
H (-3.36372, 1.37868, -3.95974)
H (-2.48077, 1.57370, -2.45269)
H (-3.73837, 5.40906, -0.32002)
H (-2.76003, 7.56767, 0.32065)
H (-0.92220, 7.64285, 1.99292)
H (-0.06516, 5.54845, 2.96800)
H (0.13092, 3.21210, 2.97682)
H (-0.62590, 2.24979, 1.69329)
H (-1.49227, 2.55471, 3.19491)

Results of the Löwdin charge analysis, in e, for atoms 1 through 5: atom 1 (Mg): 0.627, atom 2 (I): 0.855, atom 3 (C): -0.746, atom 4 (C): -0.230, atom 5 (C): -0.608


> frontier orbital gap of number 2 (C52H49BrI2MgN6O3Sb)?

7.2183 eV


> The lowest F_max belongs to which entry?

C52H49BrI2MgN6O3Sb


> Which value of F_max does entry 2 give?

1.336 eV/Å


> Which of these has the lowest HOMO?

C52H48N6O3S3Ti